Density functional theory data (ωB97M-V with the def2-TZVPD basis set) for a molecular structure, C5H8O2.

Computed properties:
E, eV: -9404.948
LUMO (spin up / spin down), eV: -0.61 / -0.61
HOMO-LUMO gap (spin up / spin down), hartree: 0.3050 / 0.3050
Relative energy (zero: lowest compared OMol25 entry of this formula, charge and spin), kcal per mole: 112.6

```
15
Properties=species:S:1:pos:R:3:mulliken_charge:R:1
O -1.6571 -0.9144 -1.0014 -0.57
C -1.0126 0.1096 -0.3336 -0.16
C -0.6677 -0.2553 1.1995 -0.56
C 0.7996 -0.3700 1.0501 -0.28
C 1.1923 0.8826 0.2821 -0.57
C 0.4158 0.2924 -0.9104 -0.03
O 0.9379 -1.0384 -0.9928 -0.63
H -0.9280 -1.5193 -1.2386 0.40
H -1.6445 1.0032 -0.3735 0.40
H -0.9388 0.6062 1.8264 0.31
H -1.2030 -1.1529 1.5302 0.29
H 1.2295 -1.2413 0.1174 0.41
H 0.7583 1.8191 0.6496 0.29
H 2.2620 0.9890 0.0858 0.27
H 0.4565 0.7894 -1.8909 0.44
```

---

Density functional theory data (ωB97M-V with the def2-TZVPD basis set) for 2 unconnected molecules or ions with the total composition C5H7NO.

Computed properties:
E, eV: -8834.179
LUMO, eV: -0.97
HOMO-LUMO gap, hartree: 0.3342
Structure (SMILES): CC1=CC=NC1=O.[H][H]
Relative energy (zero: lowest compared OMol25 entry of this formula, charge and spin), kcal per mole: 46.7

```
14
Properties=species:S:1:pos:R:3:mulliken_charge:R:1
C 1.5391 0.7459 0.2151 -1.01
C 0.2469 0.0534 0.4657 0.76
C -0.0724 -1.0443 1.1522 -0.52
C -1.5535 -1.2103 1.0194 -0.13
N -2.1422 -0.3123 0.3220 -0.55
C -1.0740 0.5702 -0.0895 0.24
O -1.2224 1.5525 -0.7641 -0.45
H 2.3763 0.2081 0.6676 0.34
H 1.5123 1.7630 0.6211 0.27
H 1.7184 0.8403 -0.8615 0.23
H 0.4237 0.1596 -3.1054 0.11
H 0.5801 -1.7074 1.7085 0.42
H -2.1137 -2.0259 1.4733 0.42
H -0.2185 0.4073 -2.8245 -0.11
```

---

Density functional theory data (ωB97M-V with the def2-TZVPD basis set) for a molecular structure, C16H18AsCl3CuN3O4.

Computed properties:
E, eV: -172586.937
LUMO (spin up / spin down), eV: 2.61 / 1.69
HOMO-LUMO gap (spin up / spin down), hartree: 0.2753 / 0.2611
2S+1: 2
Relative energy (zero: lowest compared OMol25 entry of this formula, charge and spin), kcal per mole: 3.1
Expectation value of S²: 0.758
Net charge: -1

```
46
Properties=species:S:1:pos:R:3:mulliken_charge:R:1
Cu -0.9260 1.3977 -1.0479 -0.44
Cl 0.7078 6.4976 0.3427 -0.16
C -0.3325 5.2226 0.8453 0.09
Cl 0.8453 4.3485 3.0399 -0.61
Cl -1.8611 5.6976 1.4756 -0.13
C -0.2635 4.0216 0.1316 0.71
N -0.1338 3.0082 -0.4059 -0.30
O -2.3263 0.3116 -3.2837 -0.64
N -3.2390 0.8177 -2.5963 1.04
O -4.4325 0.6110 -2.8449 -0.65
O -2.9346 1.5169 -1.5518 -0.55
C 1.6997 -0.7373 -2.9341 -1.29
As 0.4365 -0.5246 -1.4572 1.15
C -0.5234 -2.1996 -1.6731 -1.29
C 1.6172 -0.9634 0.0811 -1.49
C 2.4797 -2.1735 -0.0924 0.63
C 3.7676 -2.0716 -0.6230 -0.35
C 4.5563 -3.1970 -0.8188 -0.59
C 4.0738 -4.4570 -0.4859 -0.43
C 2.7985 -4.5744 0.0527 -0.64
C 2.0141 -3.4455 0.2481 -0.24
H 2.1521 -1.7289 -2.9377 0.39
H 2.4837 0.0171 -2.8610 0.36
H 1.1530 -0.5800 -3.8639 0.39
H 0.1605 -3.0470 -1.6972 0.47
H -1.0748 -2.1354 -2.6094 0.41
H -1.2369 -2.3106 -0.8574 0.31
H 0.9292 -1.0753 0.9183 0.49
H 2.2162 -0.0686 0.2473 0.62
H 4.1548 -1.0907 -0.8806 0.35
H 5.5536 -3.0914 -1.2310 0.37
H 4.6871 -5.3370 -0.6402 0.37
H 2.4142 -5.5512 0.3248 0.37
H 1.0227 -3.5445 0.6788 0.42
O -1.5567 0.0618 0.7048 -0.61
N -2.1246 0.8608 1.5764 0.24
C -1.3800 1.6366 2.3975 -0.01
C -1.9795 2.4885 3.2999 -0.84
C -3.3610 2.5594 3.3680 -0.16
C -4.1073 1.7832 2.4953 -0.69
C -3.4730 0.9487 1.6013 -0.13
H -0.3111 1.5695 2.2617 0.52
H -1.3400 3.1175 3.9023 0.38
H -3.8465 3.2338 4.0623 0.40
H -5.1874 1.8267 2.4827 0.38
H -3.9721 0.3501 0.8551 0.40
```

---

Density functional theory data (ωB97M-V with the def2-TZVPD basis set) for a molecular structure, C6H13N2 at a distorted geometry.

Computed properties:
E, eV: -9402.465
LUMO (spin up / spin down), eV: -4.22 / -4.22
HOMO-LUMO gap (spin up / spin down), hartree: 0.3643 / 0.3643
Relative energy (zero: lowest compared OMol25 entry of this formula, charge and spin), kcal per mole: 101.5
Net charge: +1

```
21
Properties=species:S:1:pos:R:3:mulliken_charge:R:1
C 3.1112 -0.1896 0.7091 -0.27
C 0.6650 0.4948 -0.2490 -0.14
C -1.7063 0.8673 -0.2482 -1.71
C -0.8260 -1.3341 -1.2004 -1.48
C -0.3681 -0.8583 1.2249 -1.47
C -0.6266 -0.2009 -0.1322 1.98
N 2.3436 -0.5499 -0.1942 -0.37
N 1.0032 1.7152 -0.4184 -0.12
H 2.8407 0.3303 1.5908 0.27
H 4.0518 -0.5647 0.7386 0.36
H -1.5297 1.7269 0.5946 0.41
H -2.6579 0.3665 -0.1999 0.40
H -1.8148 1.3347 -1.3510 0.38
H 0.0215 -1.9913 -1.3208 0.40
H -1.1886 -0.9203 -2.1576 0.40
H -1.6738 -1.9827 -0.8039 0.38
H 0.1693 -1.8253 1.0964 0.36
H 0.2745 -0.1572 1.7926 0.33
H -1.3008 -1.1136 1.7093 0.43
H 0.2153 2.2726 -0.4238 0.20
H 1.8307 2.1244 -0.6566 0.26
```

---

Density functional theory data (ωB97M-V with the def2-TZVPD basis set) for C7H6S in the gas phase at a distorted geometry.

Computed properties:
E, eV: -18186.737
LUMO, eV: 0.28
HOMO-LUMO gap, hartree: 0.3027
Structure (SMILES): C#CC1=CCSC=C1
Relative energy (zero: lowest compared OMol25 entry of this formula, charge and spin), kcal per mole: 93.5

```
14
Properties=species:S:1:pos:R:3:mulliken_charge:R:1
C -3.7893 -0.1922 0.0162 -0.27
C -2.5639 0.0362 -0.1963 -0.66
C -1.0138 0.2567 -0.0772 0.72
C -0.1945 1.2989 -0.0724 -0.33
C 1.2898 1.2080 0.3340 -0.56
C 0.9943 -1.3633 0.0951 -0.34
C -0.3159 -0.9467 0.1514 -0.52
H -4.7748 -0.1854 0.0800 0.50
H -0.4339 2.4180 -0.3018 0.25
H 1.3667 1.4050 1.4496 0.32
H 1.6843 2.0606 -0.2273 0.33
H 1.2134 -2.4243 0.2679 0.34
H -0.8211 -1.6970 0.5344 0.41
S 2.2079 -0.2102 -0.2067 -0.17
```

---

Question: Which of these has the highest E?
Answer: C5H7NO

---

Question: Look up the relative energy (zero: lowest compared OMol25 entry of this formula, charge and spin) of the third one.
Answer: 3.1 kcal per mole

---

Question: Among the records above, which one has the highest relative energy (zero: lowest compared OMol25 entry of this formula, charge and spin)?
Answer: C5H8O2

---

Question: What is the E in the third record?
Answer: -172586.937 eV